The following is a DFT calculation (ωB97M-V with the def2-TZVPD basis set) of a molecular structure, C31H50ClGeN5PdS2 at a distorted geometry.

Geometry as XYZ:
```
91
Properties=species:S:1:pos:R:3:lowdin_charge:R:1
Pd 0.27 -1.07 -1.44 0.242
S -1.26 0.46 -0.64 0.759
C -1.67 -0.20 0.92 -0.566
N -2.10 0.62 1.91 -0.058
C -2.37 0.01 3.20 -0.066
C -3.07 -1.34 3.00 -0.068
N -2.26 -2.17 2.15 -0.068
C -2.16 -3.58 2.46 -0.108
C -1.42 -3.76 3.76 -0.225
C -2.07 -4.25 4.89 -0.038
C -1.38 -4.41 6.08 -0.052
C -0.03 -4.07 6.15 -0.055
C 0.62 -3.57 5.03 -0.060
C -0.08 -3.41 3.84 -0.040
C -1.61 -1.58 1.12 -0.566
S -0.71 -2.57 -0.01 0.753
C -2.33 2.04 1.75 -0.110
C -3.80 2.35 1.86 -0.226
C -4.30 3.04 2.96 -0.042
C -5.65 3.30 3.05 -0.053
C -6.52 2.86 2.06 -0.053
C -6.02 2.16 0.97 -0.058
C -4.67 1.90 0.87 -0.039
H -3.00 0.68 3.79 0.143
H -1.42 -0.16 3.73 0.154
H -4.05 -1.19 2.54 0.156
H -3.19 -1.84 3.96 0.143
H -1.64 -4.09 1.65 0.085
H -3.17 -3.98 2.54 0.151
H -3.11 -4.52 4.84 0.119
H -1.88 -4.81 6.94 0.116
H 0.51 -4.19 7.07 0.115
H 1.66 -3.31 5.08 0.111
H 0.43 -3.03 2.97 0.099
H -1.94 2.33 0.77 0.083
H -1.77 2.57 2.52 0.148
H -3.63 3.40 3.73 0.118
H -6.04 3.85 3.90 0.115
H -7.58 3.05 2.15 0.115
H -6.69 1.82 0.20 0.113
H -4.28 1.37 0.02 0.104
Cl 2.01 -2.50 -1.81 0.316
C 2.69 3.73 -2.04 -0.090
C 3.25 2.40 -1.54 -0.280
C 3.54 1.39 -2.64 -0.286
C 4.15 0.11 -2.08 -0.307
Ge 3.15 -0.99 -0.70 0.689
C 1.95 -0.36 0.84 -0.369
C 2.76 0.06 2.06 -0.291
C 3.81 1.11 1.74 -0.290
C 4.87 1.21 2.83 -0.091
H 2.59 4.42 -1.21 0.078
H 1.71 3.60 -2.48 0.048
H 3.35 4.18 -2.78 0.085
H 2.54 1.97 -0.82 0.080
H 4.18 2.60 -1.01 0.114
H 4.25 1.83 -3.34 0.124
H 2.64 1.15 -3.19 0.067
H 5.09 0.33 -1.58 0.071
H 4.37 -0.58 -2.89 0.067
H 4.21 -1.91 -0.09 -0.010
H 1.33 -1.22 1.11 0.001
H 1.31 0.48 0.52 0.025
H 3.27 -0.81 2.48 0.110
H 2.07 0.44 2.82 0.115
H 3.34 2.09 1.59 0.114
H 4.31 0.83 0.80 0.069
H 4.42 1.53 3.77 0.081
H 5.64 1.91 2.55 0.079
H 5.33 0.24 2.98 0.079
C -0.39 -1.27 -6.46 -0.030
N 0.01 -1.17 -5.07 -0.126
C -0.07 -2.41 -4.33 -0.069
C 0.34 -0.01 -4.49 -0.401
N 0.47 0.11 -3.18 0.001
N 0.56 1.08 -5.30 -0.176
C 1.51 1.02 -6.39 -0.042
C 0.24 2.42 -4.87 -0.046
H -1.26 -1.93 -6.52 0.099
H 0.39 -1.69 -7.09 0.103
H -0.69 -0.30 -6.85 0.097
H -0.57 -3.16 -4.94 0.096
H -0.67 -2.28 -3.40 0.064
H 0.93 -2.79 -4.10 0.044
H 0.63 1.08 -2.91 0.033
H 1.83 0.00 -6.58 0.088
H 2.40 1.61 -6.13 0.098
H 1.08 1.44 -7.30 0.103
H -0.58 2.41 -4.16 0.097
H -0.07 2.99 -5.74 0.104
H 1.10 2.94 -4.44 0.074
```

Results
HOMO-LUMO gap in eV: 6.212
Net charge: +2

The following is a DFT calculation (ωB97M-V with the def2-TZVPD basis set) of a molecular structure, C31H50ClPPt at a distorted geometry.

Geometry as XYZ:
```
84
Properties=species:S:1:pos:R:3:lowdin_spin:R:1
Pt 0.65 -0.26 1.98 0.424
Cl 1.23 -0.78 4.18 0.085
P 0.30 0.16 -0.19 0.011
C -3.61 -2.40 0.47 0.796
H -4.48 -2.67 -0.08 0.074
H -3.30 -1.40 0.51 0.079
C 2.10 0.38 -0.64 0.007
C -0.65 1.78 -0.24 0.000
C 2.42 0.45 -2.13 0.001
H 2.40 1.34 -0.19 0.001
C 3.90 0.80 -2.35 0.000
H 2.24 -0.54 -2.58 0.000
H 1.79 1.19 -2.66 0.000
C 4.90 -0.04 -1.56 0.000
H 4.13 0.74 -3.42 0.000
H 4.04 1.86 -2.11 0.000
C 4.45 -0.31 -0.12 0.001
H 5.01 -1.01 -2.06 0.000
H 5.87 0.46 -1.55 0.000
C 2.98 -0.73 -0.01 0.012
H 5.08 -1.06 0.35 0.000
H 4.57 0.59 0.48 0.000
H 2.84 -1.68 -0.58 0.000
H 2.70 -0.95 1.04 0.009
C -0.44 -0.91 -1.49 0.006
C -2.15 1.68 -0.60 0.001
H -0.62 2.21 0.77 0.000
C -2.87 3.05 -0.61 0.000
H -2.30 1.20 -1.58 0.000
H -2.68 1.06 0.14 0.001
C -2.13 4.10 -1.46 0.000
H -3.89 2.91 -1.00 0.000
H -2.95 3.43 0.42 0.000
C -0.62 4.19 -1.19 0.000
H -2.29 3.87 -2.53 0.000
H -2.57 5.08 -1.27 0.000
C 0.06 2.80 -1.14 0.000
H -0.13 4.77 -1.99 0.000
H -0.45 4.71 -0.23 0.000
H 0.11 2.41 -2.16 0.000
H 1.10 2.94 -0.82 0.000
C 0.24 -2.27 -1.91 0.003
H -1.43 -1.15 -1.07 0.006
C -0.70 -3.11 -2.82 0.002
H 1.19 -2.10 -2.44 0.000
H 0.48 -2.88 -1.04 0.001
C -1.10 -2.36 -4.12 0.000
H -0.20 -4.06 -3.09 0.000
H -1.64 -3.34 -2.27 0.002
C -1.60 -0.93 -3.82 0.000
H -0.24 -2.32 -4.80 0.000
H -1.89 -2.93 -4.63 0.000
C -0.63 -0.19 -2.88 0.000
H -1.70 -0.38 -4.77 0.000
H -2.60 -1.01 -3.36 0.000
H 0.34 -0.09 -3.41 0.000
H -0.99 0.83 -2.75 0.000
C -0.47 -1.93 1.63 0.815
C -2.96 -3.15 1.39 0.782
H -0.65 -2.21 0.53 0.041
C -3.04 -3.42 2.91 0.122
H -2.27 -3.88 0.88 0.069
C -1.96 -3.05 3.91 0.042
H -4.07 -3.16 3.15 0.006
H -3.11 -4.47 2.86 0.019
C -0.57 -3.70 3.68 0.032
H -1.87 -2.02 3.93 0.007
H -2.27 -3.42 4.84 0.002
C -0.03 -3.22 2.24 0.141
H 0.15 -3.38 4.45 0.002
H -0.64 -4.81 3.69 0.003
H 1.04 -3.07 2.37 0.032
H -0.19 -4.07 1.58 0.012
C 0.72 4.35 3.62 -0.008
C -0.39 3.51 3.76 0.009
C -0.28 2.18 3.26 0.017
C 0.87 1.80 2.59 0.256
C 1.97 2.63 2.45 0.045
C 1.89 3.93 3.01 0.016
H 0.67 5.35 4.11 0.000
H -1.30 3.82 4.24 0.001
H -1.06 1.42 3.38 0.001
H 2.82 2.23 1.93 0.006
H 2.78 4.56 2.96 0.003
```

Results
HOMO-LUMO gap (alpha / beta) in eV: 7.068 / 7.051
2S+1: 5
Net charge: 0
Energy relative to the best compared isomer or geometry (same formula, charge and spin) in kJ/mol: 84.89

The following is a DFT calculation (ωB97M-V with the def2-TZVPD basis set) of a molecular structure, C31H50F4Ge2N2OReSi at a distorted geometry.

Geometry as XYZ:
```
92
Properties=species:S:1:pos:R:3:lowdin_spin:R:1
Re 0.44 -1.46 0.54 0.926
C 1.49 -3.16 3.15 0.002
C 1.35 -1.67 3.43 0.004
N 0.21 -1.02 2.72 0.000
C 0.16 0.41 3.13 0.000
C 1.38 1.22 2.72 0.004
C -1.08 -1.66 3.10 0.003
C -2.11 -1.49 1.99 0.009
N -1.50 -1.93 0.75 -0.006
C -2.05 -2.93 0.00 0.005
C -1.25 -3.56 -0.98 -0.006
F 0.06 -3.12 -1.07 0.023
C -1.67 -4.61 -1.78 0.001
F -0.82 -5.10 -2.68 0.001
C -2.94 -5.14 -1.63 -0.008
C -3.77 -4.54 -0.69 0.001
F -4.99 -5.02 -0.50 0.001
C -3.37 -3.45 0.07 -0.007
F -4.29 -2.89 0.88 -0.002
H 2.48 -3.47 3.46 0.000
H 0.77 -3.76 3.69 0.000
H 1.41 -3.37 2.08 0.001
H 1.22 -1.51 4.51 0.000
H 2.25 -1.16 3.10 0.000
H -0.72 0.84 2.64 -0.001
H 0.02 0.45 4.22 -0.001
H 1.63 1.00 1.69 0.002
H 1.14 2.28 2.81 0.000
H 2.23 1.02 3.36 0.000
H -0.91 -2.73 3.21 0.000
H -1.44 -1.27 4.05 0.000
H -3.02 -2.04 2.25 0.001
H -2.39 -0.43 1.89 0.000
H -3.27 -5.98 -2.21 0.000
C -2.93 4.52 2.25 0.000
C -2.83 3.07 2.70 0.000
Ge -2.64 1.84 1.09 -0.002
C -4.38 1.08 0.39 0.000
C -5.37 2.22 0.26 0.000
C -1.44 2.55 -0.26 -0.002
C -0.57 2.20 -1.21 -0.005
Ge 0.64 0.52 -1.17 -0.028
C 0.30 -0.76 -2.77 -0.008
C 0.20 -0.31 -4.22 -0.002
C 2.45 1.41 -0.77 -0.003
C 3.34 1.80 -1.94 -0.001
C -0.28 3.14 -2.30 -0.001
C 0.59 2.77 -3.32 -0.001
C 0.84 3.58 -4.41 0.000
C 0.22 4.82 -4.50 0.000
C -0.64 5.22 -3.49 0.000
C -0.89 4.40 -2.41 0.000
H -3.15 5.15 3.11 0.000
H -3.72 4.66 1.51 0.000
H -1.99 4.87 1.81 0.000
H -3.75 2.77 3.22 0.000
H -2.00 2.95 3.40 0.000
H -4.77 0.32 1.07 0.000
H -4.19 0.61 -0.57 0.000
H -5.57 2.70 1.22 0.000
H -6.32 1.83 -0.12 0.000
H -5.02 2.97 -0.45 0.000
H -1.83 3.57 -0.27 0.000
H -0.65 -1.23 -2.49 0.000
H 1.09 -1.51 -2.67 0.000
H -0.54 0.47 -4.35 0.000
H -0.11 -1.17 -4.82 0.000
H 1.16 0.03 -4.61 0.000
H 2.98 0.69 -0.14 0.000
H 2.23 2.30 -0.17 0.000
H 3.44 0.98 -2.64 0.000
H 4.33 2.04 -1.56 0.000
H 2.96 2.67 -2.46 0.000
H 1.08 1.80 -3.26 -0.001
H 1.51 3.25 -5.19 0.000
H 0.41 5.46 -5.35 0.000
H -1.13 6.18 -3.56 0.000
H -1.57 4.77 -1.66 0.000
C 4.60 -1.72 -1.49 0.002
Si 3.92 -2.12 0.25 0.011
C 4.06 -4.02 0.52 -0.001
C 4.92 -1.22 1.64 0.006
O 2.43 -1.58 0.36 0.084
H 5.45 -2.36 -1.71 0.000
H 4.94 -0.69 -1.57 0.000
H 3.84 -1.88 -2.24 0.000
H 5.07 -4.34 0.34 0.000
H 3.41 -4.55 -0.17 0.000
H 3.80 -4.32 1.53 0.000
H 5.98 -1.28 1.41 0.001
H 4.76 -1.70 2.60 0.000
H 4.65 -0.18 1.71 0.000
```

Results
HOMO-LUMO gap (alpha / beta) in eV: 6.146 / 6.231
2S+1: 2
Net charge: +2

The following is a DFT calculation (ωB97M-V with the def2-TZVPD basis set) of 3 unconnected molecules or ions with the total composition C31H50FIN4O2Si at a distorted geometry.

Geometry as XYZ:
```
90
Properties=species:S:1:pos:R:3:lowdin_charge:R:1
C 9.06 -1.46 -1.15 -0.127
O 8.73 -0.07 -1.22 -0.216
C 7.90 0.31 -0.12 -0.249
C 7.35 1.78 -0.28 -0.170
C 7.37 2.51 1.12 -0.214
C 7.02 4.05 1.07 -0.211
C 5.74 4.39 0.20 -0.223
C 4.38 4.03 0.96 -0.187
C 3.20 4.13 -0.10 -0.207
C 2.47 2.75 -0.41 -0.184
C 0.91 2.81 -0.24 -0.159
C 0.21 1.82 0.58 -0.463
I 1.26 0.20 1.58 0.984
C -1.31 1.82 0.77 -0.188
C -2.00 0.70 1.62 -0.166
C -2.12 -0.58 0.67 -0.286
O -2.61 -1.74 1.34 -0.238
Si -1.55 -3.08 1.27 0.453
C -2.56 -4.67 1.68 -0.195
C -0.76 -3.39 -0.44 -0.174
C -0.25 -2.93 2.68 -0.205
C -2.04 2.88 0.11 -0.102
C -3.61 2.91 0.29 -0.097
C -1.39 3.94 -0.76 -0.131
N -2.25 4.89 -1.31 0.192
C -1.50 5.74 -2.03 -0.242
F -2.20 6.79 -2.63 0.027
C -0.04 5.71 -2.28 -0.024
N 0.75 4.77 -1.73 0.118
C 0.07 3.87 -0.92 -0.147
H 8.42 -2.06 -1.87 0.093
H 10.14 -1.65 -1.42 0.091
H 8.89 -1.89 -0.12 0.088
H 7.05 -0.44 -0.02 0.127
H 8.51 0.24 0.83 0.119
H 6.27 1.69 -0.61 0.106
H 7.95 2.31 -1.07 0.129
H 8.44 2.44 1.50 0.112
H 6.72 1.95 1.85 0.114
H 7.85 4.71 0.74 0.106
H 6.76 4.35 2.13 0.110
H 5.74 5.48 -0.10 0.115
H 5.69 3.82 -0.77 0.095
H 4.23 4.90 1.68 0.110
H 4.43 3.06 1.52 0.105
H 2.43 4.87 0.25 0.099
H 3.57 4.52 -1.09 0.105
H 2.67 2.43 -1.48 0.124
H 2.95 1.97 0.24 0.022
H -3.07 0.95 1.89 0.105
H -1.47 0.49 2.58 0.081
H -1.14 -0.71 0.14 0.063
H -2.88 -0.29 -0.12 0.130
H -3.02 -4.49 2.69 0.041
H -1.79 -5.48 1.79 -0.010
H -3.32 -4.91 0.89 0.034
H -0.85 -4.49 -0.66 0.024
H -1.29 -2.85 -1.29 0.045
H 0.34 -3.16 -0.43 0.039
H 0.77 -3.05 2.22 0.018
H -0.38 -1.90 3.12 -0.006
H -0.46 -3.73 3.45 0.040
H -3.92 2.61 1.31 0.031
H -4.00 3.97 0.15 0.074
H -4.14 2.31 -0.51 0.083
H 0.45 6.49 -2.92 0.125
C -8.10 2.34 -1.96 -0.109
C -8.09 1.01 -1.21 -0.266
C -8.23 1.17 0.30 -0.188
C -7.09 1.86 0.89 -0.193
N -6.19 2.41 1.36 0.172
H -7.25 2.96 -1.69 0.072
H -8.05 2.16 -3.04 0.073
H -9.02 2.89 -1.75 0.076
H -7.17 0.47 -1.45 0.111
H -8.92 0.40 -1.58 0.107
H -8.32 0.18 0.76 0.119
H -9.15 1.71 0.54 0.121
C -2.88 -7.55 -1.90 -0.108
C -2.91 -8.87 -1.13 -0.264
C -3.05 -8.68 0.38 -0.186
C -1.88 -8.01 0.96 -0.224
N -0.97 -7.47 1.42 0.155
H -2.01 -6.95 -1.64 0.065
H -2.83 -7.75 -2.98 0.073
H -3.78 -6.97 -1.71 0.075
H -2.00 -9.44 -1.36 0.113
H -3.75 -9.46 -1.49 0.108
H -3.16 -9.66 0.85 0.118
H -3.95 -8.11 0.60 0.121
```

Results
HOMO-LUMO gap in eV: 7.849
Net charge: 0

The following is a DFT calculation (ωB97M-V with the def2-TZVPD basis set) of a molecular structure, C31H50MnN3OP2 at a distorted geometry.

Geometry as XYZ:
```
88
Properties=species:S:1:pos:R:3:lowdin_spin:R:1
C -2.09 1.51 0.82 0.002
C -2.37 -0.73 0.13 0.010
C -3.46 1.73 0.77 0.005
C -3.73 -0.45 -0.15 0.004
C -4.29 0.76 0.22 0.001
H -3.84 2.69 1.12 0.001
H -4.35 -1.23 -0.59 0.000
H -5.35 0.97 0.10 0.000
N -1.52 0.34 0.44 0.045
P 0.54 2.56 0.78 0.052
P -0.41 -2.55 0.97 0.110
C -1.21 2.66 1.31 0.003
H -1.64 3.60 0.93 0.000
H -1.25 2.72 2.41 0.000
C -1.91 -2.07 0.17 0.038
H -2.50 -2.84 -0.35 0.003
C 0.75 -3.70 -0.17 0.015
C -1.32 -3.55 2.36 0.021
C 0.56 3.51 -0.89 0.012
C 1.40 3.59 2.13 0.010
C 2.07 -2.97 -0.51 0.004
H 2.62 -2.69 0.40 0.000
H 2.71 -3.66 -1.08 0.000
H 1.91 -2.08 -1.12 0.002
C 1.16 -4.98 0.56 0.001
H 1.74 -4.77 1.47 0.000
H 0.32 -5.64 0.81 0.000
H 1.83 -5.56 -0.10 0.000
C 0.00 -4.00 -1.47 0.004
H 0.66 -4.63 -2.10 0.001
H -0.92 -4.57 -1.29 0.000
H -0.24 -3.09 -2.02 0.000
C -0.31 -4.02 3.42 0.001
H 0.14 -3.16 3.93 0.000
H -0.85 -4.62 4.17 0.000
H 0.49 -4.64 3.01 0.000
C -2.35 -2.64 3.05 0.001
H -1.89 -1.74 3.46 0.000
H -3.17 -2.36 2.38 0.000
H -2.79 -3.20 3.90 0.000
C -2.07 -4.73 1.71 0.008
H -2.68 -4.40 0.86 0.001
H -1.41 -5.53 1.38 0.000
H -2.75 -5.15 2.46 0.002
C 2.84 3.89 1.70 0.001
H 3.34 4.44 2.52 0.000
H 3.43 2.98 1.52 0.001
H 2.90 4.53 0.81 0.000
C 1.42 2.78 3.44 0.001
H 0.41 2.56 3.81 0.000
H 1.98 1.84 3.37 0.001
H 1.92 3.40 4.21 0.000
C 0.67 4.91 2.44 0.003
H 1.13 5.34 3.34 0.001
H 0.76 5.65 1.64 0.000
H -0.40 4.75 2.67 0.000
C -0.61 3.01 -1.74 0.001
H -0.54 3.46 -2.74 0.000
H -0.60 1.92 -1.87 0.001
H -1.58 3.30 -1.31 0.000
C 1.90 3.25 -1.59 0.001
H 2.01 2.22 -1.93 0.000
H 1.96 3.90 -2.48 0.000
H 2.77 3.49 -0.96 0.000
C 0.44 5.03 -0.71 0.003
H -0.41 5.32 -0.07 0.000
H 1.36 5.48 -0.33 0.000
H 0.25 5.46 -1.70 0.001
Mn 0.63 0.11 0.41 4.380
C 0.49 -0.36 2.20 0.064
O 0.45 -0.33 3.38 0.015
N 1.51 0.13 -1.62 0.030
C 1.51 0.03 -2.82 0.040
C 0.83 -0.35 -4.02 0.005
C 1.42 -0.19 -5.29 0.003
C -0.49 -0.82 -3.89 0.004
C 0.67 -0.49 -6.42 -0.001
H 2.44 0.19 -5.36 0.000
C -1.21 -1.17 -5.03 0.000
H -0.97 -0.87 -2.90 0.000
C -0.65 -0.97 -6.30 0.003
H 1.12 -0.35 -7.41 0.000
H -2.23 -1.56 -4.93 0.000
H -1.25 -1.14 -7.19 0.000
N 2.76 0.11 0.80 0.066
H 3.00 0.79 1.53 0.003
H 3.22 0.41 -0.08 0.005
H 3.17 -0.79 1.07 0.005
```

Results
HOMO-LUMO gap (alpha / beta) in eV: 5.948 / 5.590
2S+1: 6
Net charge: +1